Entry 1:
Here is 7 unconnected molecules or ions with the total composition C19H24Cl6N4O2 at a distorted geometry from OMol25. Energies are from ωB97M-V/def2-TZVPD.

```
55
Properties=species:S:1:pos:R:3:forces:R:3
C 41.132560 -14.276387 23.638924 0.670 0.013 0.087
N 40.505319 -14.270558 24.971869 0.231 0.766 0.907
O 41.237596 -14.507961 25.922813 -0.605 -0.225 -0.312
O 39.364947 -13.854725 25.048070 0.106 -0.519 0.025
H 41.173543 -13.212342 23.406054 -0.193 -0.205 -0.547
H 40.553569 -14.890523 22.949210 0.042 0.350 0.058
H 42.153481 -14.626443 23.791547 -0.237 -0.165 -0.241
C 44.370209 -17.429864 19.789739 1.091 0.867 0.660
C 45.037783 -16.201696 19.964916 -0.543 0.215 0.076
C 44.439750 -15.030240 19.508113 -2.744 -1.902 -0.297
N 43.154066 -15.101712 19.001306 0.995 0.566 -0.679
C 42.564683 -16.290077 18.779606 0.873 1.362 0.525
C 43.142825 -17.453654 19.179614 0.402 -1.396 0.235
H 44.835762 -18.320145 20.186030 -0.076 -0.162 -0.042
H 45.916975 -16.089460 20.582030 0.387 -0.394 -0.288
H 44.900511 -14.059359 19.615277 -0.176 0.103 -0.022
H 41.603807 -16.405350 18.300200 -0.278 0.900 -0.025
H 42.602504 -18.381167 19.060599 0.060 -0.153 -0.113
C 39.144626 -20.084884 25.956989 0.789 -1.761 0.393
C 38.367087 -20.121922 24.799157 0.912 0.866 1.148
C 37.192246 -20.812551 24.848053 -0.584 -1.625 0.993
N 36.786358 -21.547300 25.924874 0.640 1.462 -0.063
C 37.556537 -21.465339 27.049635 -1.293 -0.618 -1.615
C 38.785639 -20.861569 27.085302 -0.328 1.571 -0.791
H 40.158748 -19.713694 25.943305 -0.067 0.618 -0.072
H 38.657868 -19.582030 23.910130 0.033 0.017 -0.029
H 36.614659 -20.833647 23.935720 -0.515 -0.318 0.138
H 37.129712 -21.936224 27.922835 0.076 -0.282 0.055
H 39.329294 -20.868526 28.018461 0.339 0.073 -0.158
C 41.093417 -8.525935 28.349962 1.503 0.380 0.555
C 39.886644 -9.074004 28.720209 -0.197 -0.219 -0.775
C 39.423947 -8.931709 29.987051 0.633 1.750 1.794
N 40.131045 -8.300420 31.000409 0.240 -1.260 -1.665
C 41.390221 -7.935803 30.672750 -0.801 -0.099 -1.248
C 41.906718 -7.945340 29.337699 -1.508 -0.658 0.874
H 41.445076 -8.597744 27.331348 -0.013 0.084 -0.115
H 39.225411 -9.574244 28.028161 0.171 0.003 -0.318
H 38.386166 -9.201437 30.116078 -0.002 -0.122 0.855
H 42.013484 -7.582866 31.481061 -0.042 0.218 0.123
H 42.877049 -7.516086 29.136219 0.023 -0.090 -0.084
Cl 45.987400 -10.862030 24.102922 0.399 -0.340 0.994
C 46.772774 -11.729469 25.520201 -0.531 0.943 -0.406
Cl 46.760529 -13.437258 25.244193 0.288 -0.726 -0.141
H 47.779154 -11.320960 25.611967 -0.168 -0.267 -0.100
H 46.195638 -11.573326 26.431584 -0.005 0.379 -0.351
Cl 42.791126 -14.141444 33.957236 0.489 -0.001 -0.262
C 43.354157 -14.018260 32.286766 -0.616 -0.090 -1.139
Cl 45.117745 -13.759901 32.001790 -1.066 -0.075 0.428
H 43.027993 -14.886229 31.713741 0.574 -0.476 0.553
H 42.750025 -13.262205 31.785255 0.614 0.650 0.411
Cl 36.007297 -10.268724 19.973010 -0.354 0.084 -0.136
C 36.357246 -10.128693 21.691193 -0.210 -0.063 0.322
Cl 38.049763 -9.728199 21.915922 0.468 -0.055 0.278
H 35.792184 -9.329983 22.171671 -0.127 -0.133 -0.408
H 36.118171 -11.084251 22.157936 0.232 0.160 -0.048
```
Forces are in eV/Å.

Values from the calculation:
HOMO energy in eV: -9.69
Frontier orbital gap in eV: 9.6362
LUMO energy in eV: -0.1
ΔE to the lowest compared entry with this formula, charge and spin in kcal/mol: 11.2
Structure (SMILES): C[N+](=O)[O-].c1ccncc1.c1ccncc1.c1ccncc1.ClCCl.ClCCl.ClCCl

Entry 2:
Here is 6 unconnected molecules or ions with the total composition C19H24ClF5O18P from OMol25. Energies are from ωB97M-V/def2-TZVPD.

```
68
Properties=species:S:1:pos:R:3:forces:R:3
O -3.576689 9.250249 -3.369776 0.013 0.038 -0.117
C -2.495606 9.588263 -3.693788 -0.024 -0.068 0.118
Cl -1.990575 11.334047 -3.196390 0.060 0.054 0.074
C -1.412495 8.882737 -4.379610 -0.172 0.052 -0.077
P -0.696189 7.416150 -3.309850 0.320 -0.063 -0.159
O -2.060580 6.424796 -3.785749 -0.160 0.107 0.063
C -2.277722 5.325636 -2.949808 0.115 -0.016 -0.072
C -1.206476 5.370425 -1.850750 -0.127 0.123 0.156
O -0.096197 6.028254 -2.399107 0.015 -0.074 0.088
H -1.837972 8.407557 -5.262321 -0.021 -0.085 0.029
H -0.604820 9.558200 -4.636563 0.045 -0.035 -0.072
H -1.409211 7.851259 -2.138627 -0.061 -0.001 0.010
H 0.457482 8.199811 -2.942766 -0.035 0.024 0.080
H -0.020304 6.968185 -4.503809 0.043 -0.021 0.021
H -3.281552 5.351504 -2.507700 -0.027 -0.003 -0.019
H -2.192309 4.399814 -3.536243 0.012 -0.022 0.016
H -1.593056 5.926372 -0.984666 0.019 -0.002 0.016
H -0.934364 4.372942 -1.498901 0.020 -0.054 -0.083
C 1.885759 3.709866 -2.274763 0.073 0.128 0.010
C 3.198944 3.275140 -1.658423 -0.010 0.043 -0.035
O 2.787912 2.735672 -0.406282 0.024 -0.251 -0.091
C 1.504086 2.305177 -0.545906 -0.047 0.097 -0.197
O 0.952312 1.597047 0.239972 0.073 -0.067 0.080
O 0.973379 2.763628 -1.678751 -0.035 -0.044 0.003
F 4.045626 4.304189 -1.430145 -0.041 0.050 0.048
H 1.609091 4.726081 -1.982064 -0.061 -0.011 -0.048
H 1.835768 3.625505 -3.354815 -0.017 -0.100 0.002
H 3.737367 2.498892 -2.205909 0.061 0.054 -0.012
C 3.433882 -1.802421 -0.277094 0.062 0.075 -0.069
C 2.445661 -1.142502 -1.221140 -0.069 0.004 0.223
O 1.844923 -2.258915 -1.854881 -0.173 0.040 0.054
C 1.952513 -3.327949 -1.031119 0.107 -0.005 -0.026
O 1.379816 -4.358085 -1.178975 0.038 -0.012 -0.012
O 2.801943 -3.059570 -0.017344 0.017 -0.046 -0.006
F 3.059221 -0.374130 -2.155359 0.050 -0.050 -0.053
H 4.381480 -1.974064 -0.790967 0.018 0.057 0.014
H 3.592948 -1.261642 0.650049 -0.087 -0.046 0.045
H 1.677523 -0.547887 -0.724370 0.011 0.074 -0.094
C 2.213068 3.257479 2.713729 -0.120 0.050 0.138
C 1.890945 4.288821 3.778202 0.096 -0.038 0.011
O 2.820970 3.976969 4.799823 0.088 0.162 -0.031
C 3.885069 3.343422 4.233965 -0.049 -0.069 0.004
O 4.912746 3.131147 4.784828 -0.011 -0.029 0.015
O 3.600396 3.004008 2.958994 0.030 -0.040 -0.038
F 0.635193 4.161285 4.267038 -0.005 -0.093 0.039
H 1.641599 2.343748 2.878147 -0.069 0.038 -0.015
H 2.063869 3.609548 1.702233 0.158 0.057 -0.008
H 2.040482 5.325579 3.471920 -0.116 0.011 -0.006
C 0.009176 -6.387094 0.584207 -0.054 0.072 -0.014
C 0.041325 -5.787946 1.977695 0.012 -0.062 -0.020
O -1.258806 -6.075802 2.465326 0.058 -0.126 0.124
C -1.740006 -7.152451 1.794614 -0.007 0.073 -0.065
O -2.712135 -7.759984 2.108286 -0.030 -0.046 0.010
O -0.955613 -7.439353 0.740766 -0.018 -0.030 -0.014
F 0.226364 -4.449965 1.972299 -0.081 0.037 -0.052
H -0.355758 -5.654641 -0.132972 0.031 0.012 0.000
H 0.954283 -6.794603 0.244270 -0.014 -0.069 0.033
H 0.771668 -6.235595 2.654666 0.057 0.092 -0.011
C -3.672938 -10.734344 3.394678 0.083 0.049 -0.048
C -3.979570 -11.572174 2.168855 -0.070 0.036 0.058
O -4.768695 -12.618086 2.699628 -0.159 0.057 -0.088
C -5.350117 -12.181149 3.853480 0.089 0.002 0.015
O -6.216999 -12.749010 4.425621 0.013 -0.026 0.022
O -4.800430 -11.006902 4.232339 -0.015 -0.032 0.045
F -2.864088 -12.099605 1.607274 0.048 -0.049 0.063
H -2.766604 -11.107073 3.876002 0.027 0.015 -0.040
H -3.590424 -9.670732 3.195992 -0.095 0.006 0.027
H -4.546483 -11.055729 1.392812 0.094 -0.004 -0.064
```
Forces are in eV/Å.

Values from the calculation:
HOMO energy in eV: -5.19
Net charge: -1
Frontier orbital gap in eV: 6.7379
LUMO energy in eV: 1.5

Entry 3:
Here is a molecular structure, C19H24ClIrN4O3S from OMol25. Energies are from ωB97M-V/def2-TZVPD.

```
53
Properties=species:S:1:pos:R:3:forces:R:3
Ir 0.340945 -0.161232 -2.341564 0.119 -0.168 -0.122
N 2.251035 0.079109 -3.435506 0.032 0.016 -0.017
C 2.685271 1.473902 -3.721823 0.055 -0.120 -0.109
C 3.139203 2.203857 -2.471210 0.057 0.060 0.168
C 2.000914 2.565211 -1.530259 -0.088 -0.327 -0.061
O 2.169095 3.751974 -1.084269 -0.012 0.354 0.173
O 1.061483 1.847553 -1.200694 0.045 -0.093 -0.250
H 2.979000 -0.381128 -2.888737 -0.037 -0.019 -0.041
H 2.217492 -0.438998 -4.312097 -0.097 0.034 0.021
H 1.865350 2.001735 -4.209261 0.013 -0.030 -0.017
H 3.530076 1.456556 -4.413176 -0.051 0.011 -0.004
H 3.682052 3.105281 -2.761184 0.002 -0.024 0.066
H 3.820447 1.604153 -1.855800 0.055 0.012 -0.116
Cl -5.001282 -0.488061 -4.186948 0.070 0.027 0.040
C -3.848664 0.418772 -3.299835 -0.019 -0.057 -0.050
C -4.194395 1.614966 -2.685282 0.089 -0.015 0.021
C -3.218561 2.301287 -1.979770 0.008 -0.060 -0.030
C -1.939931 1.784740 -1.909091 -0.166 -0.022 -0.022
N -1.612252 0.627064 -2.511326 0.030 0.179 0.137
C -2.549857 -0.047214 -3.194623 -0.035 -0.016 -0.034
H -5.204705 1.991813 -2.761571 -0.023 0.008 -0.003
H -3.447803 3.233239 -1.484583 0.006 0.024 0.005
H -1.152811 2.284702 -1.368338 0.032 0.035 0.030
H -2.251397 -0.975682 -3.660234 -0.041 -0.040 -0.042
C -2.661788 -2.273313 2.672731 -0.074 0.017 -0.028
C -1.240606 -2.131403 3.197845 0.087 -0.058 0.118
C -0.235275 -2.954333 2.407666 0.097 -0.051 -0.173
N -0.248009 -2.610620 0.970777 0.076 0.052 -0.141
C 0.735190 -2.302283 0.169537 -0.113 -0.071 -0.111
S 0.450715 -2.388461 -1.564621 -0.030 0.204 -0.023
N 1.980227 -1.994777 0.573867 -0.001 0.086 0.097
C 2.435081 -1.325402 1.771683 0.071 -0.141 0.163
O 3.516654 -1.607834 2.194183 0.007 0.023 -0.074
C 1.550293 -0.273346 2.312856 -0.024 0.049 -0.064
C 0.673662 0.428767 1.486085 -0.044 -0.113 0.039
C -0.089306 1.454813 2.018800 0.004 -0.031 -0.047
C 0.012678 1.765197 3.369272 -0.043 0.050 -0.022
C 0.892683 1.070511 4.188047 0.018 -0.023 0.042
C 1.675306 0.058060 3.661117 -0.010 0.007 -0.061
H -3.367988 -1.770550 3.330055 0.003 0.016 0.016
H -2.969399 -3.317758 2.605781 0.013 -0.044 0.014
H -2.780105 -1.818943 1.685155 -0.009 0.021 -0.013
H -1.181408 -2.494466 4.225639 -0.048 0.020 0.011
H -0.943949 -1.082600 3.218987 0.046 0.016 -0.032
H -0.502165 -4.013604 2.444350 0.006 0.018 0.068
H 0.784701 -2.859902 2.771864 -0.064 0.029 0.081
H -1.132862 -2.759146 0.501614 -0.001 0.010 0.024
H 2.725047 -2.256195 -0.059103 -0.012 0.009 0.041
H 0.596782 0.181171 0.426816 0.019 0.124 0.343
H -0.761580 2.015432 1.383209 -0.022 0.017 0.003
H -0.590893 2.559958 3.786448 -0.009 0.013 -0.006
H 0.973853 1.325253 5.235502 0.001 0.004 0.009
H 2.381732 -0.477846 4.281007 0.014 -0.024 -0.019
```
Forces are in eV/Å.

Values from the calculation:
HOMO energy (alpha / beta) in eV: -14.57 / -14.96
Net charge: +2
Frontier orbital gap (alpha / beta) in eV: 8.8267 / 5.4446
Spin multiplicity: 5
LUMO energy (alpha / beta) in eV: -5.7 / -9.5
ΔE to the lowest compared entry with this formula, charge and spin in kcal/mol: 0.0

Entry 4:
Here is 2 unconnected molecules or ions with the total composition C19H24F3N4O8 at a distorted geometry from OMol25. Energies are from ωB97M-V/def2-TZVPD.

```
58
Properties=species:S:1:pos:R:3:forces:R:3
O 7.112165 -0.939353 2.534678 0.276 -0.458 -0.029
O -4.055048 1.107483 2.898275 -0.662 -1.089 0.249
O 2.561740 0.896507 2.939948 0.493 -0.183 0.443
O -2.260307 -1.172435 -1.367068 0.089 1.169 0.224
O 4.719618 -4.145235 2.413769 -0.161 0.230 0.403
O 0.918410 0.365095 1.568346 -0.088 -0.409 -0.165
F -6.216115 2.116228 -6.189263 0.495 1.496 0.678
F -6.117832 4.223214 -6.810714 0.298 -0.891 1.255
F -6.590625 3.729987 -4.711149 0.510 -0.538 -1.153
O -5.331963 -0.739488 3.136204 0.417 0.094 -0.320
O -4.453917 3.494412 -5.472068 -3.077 0.482 -1.120
C 6.161233 -0.168530 2.501349 1.029 -0.246 0.008
C -4.451363 0.037327 2.469498 0.975 1.608 -0.540
C 1.781507 0.064832 2.423354 -0.162 0.582 -0.546
C -2.520328 -0.081724 -0.872610 -0.177 -2.259 -0.326
C 4.552643 -2.983527 2.049003 0.430 -0.641 0.672
C -2.536558 0.376113 -5.334342 -0.434 0.704 0.600
C -3.230587 1.477011 -5.835897 -0.061 0.028 -0.173
C -2.434135 0.189212 -3.954937 0.218 -0.322 -0.044
C -3.728738 2.187132 -3.582150 -0.153 0.187 -0.429
C -3.836571 2.384143 -4.964823 1.202 -1.922 0.941
C -3.033447 1.087672 -3.054340 0.103 -0.056 -0.660
N -2.944074 0.987906 -1.656958 0.211 0.221 1.021
N 4.466331 -2.752935 0.730172 -0.401 0.932 -0.912
N -1.625389 -0.689880 1.463401 -0.201 -0.145 -1.613
N 4.908967 -0.530951 2.742617 -1.019 -0.322 -0.125
C -5.849555 3.366650 -5.790550 1.333 0.320 0.074
C 6.374474 1.288772 2.176697 -0.161 0.009 0.117
C 4.222353 -1.501635 0.011111 0.116 -0.038 0.485
C -4.009874 -0.438577 1.093598 -0.429 -0.498 0.062
C 1.877806 -1.419593 2.830369 0.693 -0.012 0.380
C -2.622259 0.065913 0.669631 0.515 0.426 0.971
C 3.058741 -1.797547 3.752267 -0.360 -0.156 -0.244
C 4.470307 -1.875680 3.128579 -0.020 0.722 -0.103
H -5.472740 -0.285423 3.980182 -0.092 0.007 0.029
H -2.061691 -0.328660 -6.010562 -0.072 0.132 0.124
H -3.293226 1.640906 -6.906598 -0.065 0.047 0.090
H -1.856445 -0.659913 -3.606896 -0.238 0.207 0.237
H -4.179077 2.915718 -2.917747 -0.038 -0.004 0.009
H -3.214932 1.812548 -1.133572 0.120 -0.129 -0.202
H 4.551011 -3.587985 0.174431 0.044 -0.063 0.157
H -1.721671 -0.492356 2.457726 -0.017 0.316 -0.410
H -0.660423 -0.429298 1.180461 -0.411 -0.046 0.612
H 4.191125 0.195176 2.735480 -0.431 -0.002 0.172
H 5.862243 1.519684 1.245379 -0.060 0.214 -0.050
H 5.952131 1.892320 2.978081 -0.068 0.209 -0.092
H 7.440411 1.482110 2.081589 -0.068 -0.052 -0.014
H 3.444441 -0.915513 0.502278 0.059 0.002 -0.129
H 5.139961 -0.913582 -0.032027 -0.049 0.124 -0.103
H 3.893081 -1.719720 -1.004982 0.008 -0.117 0.108
H -4.763509 -0.106608 0.376322 -0.240 0.030 0.078
H -4.004313 -1.532173 1.080366 0.058 0.108 -0.141
H 1.905113 -2.046167 1.936953 -0.176 0.057 -0.106
H 0.959956 -1.674255 3.365513 -0.092 0.026 -0.131
H -2.509311 1.132091 0.895870 -0.405 0.199 -0.029
H 2.838902 -2.785187 4.160446 0.142 -0.120 -0.018
H 3.081451 -1.115251 4.603447 0.149 0.123 -0.102
H 5.139898 -2.206978 3.921863 0.105 -0.291 -0.170
```
Forces are in eV/Å.

Values from the calculation:
HOMO energy in eV: -5.52
Net charge: -1
Frontier orbital gap in eV: 7.6645
LUMO energy in eV: 2.1